(1)
{"formula": "C33H53BrF4N4O5RuSSi", "method": "ωB97M-V with the def2-TZVPD basis set", "multiplicity": 5, "homo_ha": [-0.47410, -0.47411], "e_lumo_ev": [-5.49, -8.01], "de_lowest_kj_mol": 158.9, "charge": 2, "homo_lumo_gap_ev": [7.406, 4.896], "species": ["Ru", "Br", "S", "Si", "F", "F", "F", "F", "O", "O", "O", "O", "O", "N", "N", "N", "N", "C", "C", "C", "C", "C", "C", "C", "C", "C", "C", "C", "C", "C", "C", "C", "C", "C", "C", "C", "C", "C", "C", "C", "C", "C", "C", "C", "C", "C", "C", "C", "C", "C", "H", "H", "H", "H", "H", "H", "H", "H", "H", "H", "H", "H", "H", "H", "H", "H", "H", "H", "H", "H", "H", "H", "H", "H", "H", "H", "H", "H", "H", "H", "H", "H", "H", "H", "H", "H", "H", "H", "H", "H", "H", "H", "H", "H", "H", "H", "H", "H", "H", "H", "H", "H", "H"], "positions_angstrom": [[-0.16, 1.55, 0.02], [0.98, 8.87, 2.63], [-0.14, -0.77, -0.07], [0.32, -2.96, -0.02], [0.63, 1.08, 2.45], [5.07, 4.19, 2.91], [1.85, 1.37, 4.85], [4.00, 3.83, 0.51], [-0.22, -3.39, -1.46], [-0.30, 3.67, 1.43], [1.87, -3.13, 0.25], [-0.76, 3.60, -0.70], [-0.63, -3.37, 1.20], [1.77, 2.04, 0.16], [-5.25, 1.51, 0.28], [-2.38, 1.27, 0.37], [0.58, 1.62, -2.44], [0.02, 0.54, -3.24], [-1.98, -5.28, 0.65], [4.02, 3.38, 2.81], [1.99, 1.36, -2.15], [0.42, 2.88, -3.14], [0.34, -4.00, -2.65], [2.09, -5.17, 1.54], [-2.12, -4.11, 2.87], [-0.41, 4.25, 0.33], [-4.57, 0.30, -0.24], [2.37, 1.99, 3.79], [0.80, -5.42, -2.33], [3.51, 2.77, 3.94], [3.46, 3.18, 1.55], [0.22, 6.47, 1.29], [0.36, 8.42, -0.13], [2.53, 2.27, -1.04], [1.53, -3.17, -3.14], [1.77, 1.82, 2.56], [-0.26, 6.30, -1.07], [4.08, -3.84, 0.75], [0.00, 7.65, -1.22], [-0.16, 5.71, 0.19], [2.31, 2.36, 1.36], [2.56, -2.92, 2.55], [-1.93, -3.94, 1.36], [-4.47, 2.12, 1.39], [-2.97, -2.97, 0.79], [-0.78, -4.01, -3.68], [-3.06, 2.45, 0.89], [2.65, -3.77, 1.29], [0.47, 7.82, 1.12], [-3.15, 0.66, -0.70], [3.97, 2.91, 4.90], [2.61, 1.51, -3.05], [-2.87, -2.01, 1.28], [0.63, 0.37, -4.14], [4.44, -2.84, 0.52], [-2.22, 0.58, 1.12], [1.94, -3.60, -4.04], [-6.21, 1.29, 0.59], [-0.02, -0.38, -2.65], [2.93, -1.92, 2.36], [-3.97, -3.37, 0.96], [2.09, 0.32, -1.81], [-1.23, -5.94, 1.06], [-0.63, 3.08, -3.30], [2.69, -5.68, 2.29], [4.12, -4.44, -0.15], [0.83, 3.70, -2.56], [4.73, -4.28, 1.49], [1.22, -5.87, -3.22], [0.32, 5.99, 2.26], [-3.10, 3.19, 0.09], [0.57, 9.47, -0.24], [2.30, -3.15, -2.37], [-0.53, 5.69, -1.92], [1.07, -5.10, 1.88], [-1.17, -3.00, -3.82], [-0.04, -6.03, -1.99], [-2.81, -2.85, -0.28], [0.93, 2.84, -4.12], [-2.47, 2.88, 1.71], [-2.96, -5.74, 0.78], [3.59, 2.04, -0.90], [-1.60, -4.65, -3.34], [-0.98, 0.80, -3.56], [1.52, -2.86, 2.88], [-3.12, -4.49, 3.08], [-2.64, -0.25, -1.04], [3.16, -3.37, 3.35], [-1.78, -5.14, -0.41], [-5.15, -0.12, -1.06], [-4.52, -0.44, 0.56], [-0.08, 8.11, -2.19], [1.55, -5.40, -1.55], [2.12, -5.75, 0.62], [-4.43, 1.39, 2.20], [-4.97, 3.01, 1.76], [2.45, 3.32, -1.34], [1.21, -2.15, -3.35], [-0.42, -4.39, -4.62], [-3.19, 1.37, -1.54], [-1.40, -4.81, 3.26], [-5.33, 2.20, -0.49], [-1.99, -3.16, 3.38]]}

***

(2)
{"formula": "C33H53CuN2O2P2S", "method": "ωB97M-V with the def2-TZVPD basis set", "multiplicity": 2, "homo_ha": [-0.34071, -0.33979], "e_lumo_ev": [-2.41, -3.91], "charge": 1, "homo_lumo_gap_ev": [6.866, 5.341], "species": ["Cu", "S", "P", "P", "O", "O", "N", "N", "C", "C", "C", "C", "C", "C", "C", "C", "C", "C", "C", "C", "C", "C", "C", "C", "C", "C", "C", "C", "C", "C", "C", "C", "C", "C", "C", "C", "C", "C", "C", "C", "C", "H", "H", "H", "H", "H", "H", "H", "H", "H", "H", "H", "H", "H", "H", "H", "H", "H", "H", "H", "H", "H", "H", "H", "H", "H", "H", "H", "H", "H", "H", "H", "H", "H", "H", "H", "H", "H", "H", "H", "H", "H", "H", "H", "H", "H", "H", "H", "H", "H", "H", "H", "H", "H"], "positions_angstrom": [[-0.03, 0.39, 0.16], [4.06, 2.03, 1.70], [1.05, -1.81, 1.03], [-0.65, 2.32, -1.11], [0.98, 1.88, 2.51], [3.09, 1.23, 0.85], [0.23, -0.66, -1.53], [-1.88, -0.18, 0.42], [-4.18, -1.25, -0.03], [-3.34, 2.74, -0.46], [-6.71, -2.41, -0.09], [0.37, 4.69, -2.48], [0.12, -2.74, -0.27], [5.70, 1.34, 1.39], [0.22, 4.04, -1.10], [0.41, -2.65, -2.83], [0.67, -0.50, -3.86], [-1.12, -2.52, 2.69], [3.73, -2.15, 1.84], [-5.98, -2.28, -1.28], [0.76, 1.29, 1.54], [0.69, -1.87, -3.96], [-2.49, 2.54, -1.72], [-2.93, 1.28, -2.48], [2.89, -3.90, 0.22], [-0.55, 4.96, -0.14], [-6.16, -2.01, 1.13], [3.80, 1.48, 3.41], [0.26, -2.00, -1.61], [0.95, -1.71, 3.82], [0.87, -4.02, 2.80], [-2.64, 3.70, -2.70], [3.34, -1.60, -0.57], [-0.05, 1.50, -2.54], [0.41, -2.57, 2.66], [-2.90, -0.63, 0.06], [2.83, -2.42, 0.62], [0.28, 0.13, -2.65], [1.65, 3.88, -0.57], [-4.90, -1.43, 1.17], [-4.71, -1.71, -1.25], [3.71, -1.10, 2.13], [5.70, 0.86, 0.41], [-4.10, -1.64, -2.16], [-4.43, -1.12, 2.11], [-1.55, 5.22, -0.49], [3.31, -0.52, -0.37], [0.64, -0.66, 3.73], [3.07, 0.66, 3.44], [2.04, -1.74, 3.92], [0.01, 5.90, -0.02], [-0.57, 4.90, -2.99], [3.39, 2.35, 3.94], [4.77, -2.41, 1.56], [2.38, -4.08, -0.73], [-2.79, 0.37, -1.90], [0.43, -3.79, -0.36], [-4.38, 2.89, -0.76], [2.13, 4.88, -0.57], [-6.40, -2.62, -2.23], [-0.64, 4.50, 0.86], [4.77, 1.19, 3.83], [-3.28, 1.87, 0.20], [-2.43, 4.68, -2.26], [-3.68, 3.71, -3.04], [-2.37, 1.17, -3.41], [3.48, -2.78, 2.70], [-7.72, -2.83, -0.11], [1.69, 3.49, 0.45], [-0.95, -2.76, 0.01], [5.96, 0.63, 2.18], [2.77, -1.82, -1.48], [0.33, -3.75, -2.86], [4.39, -1.89, -0.75], [-1.57, -3.19, 1.94], [0.53, -2.11, 4.76], [0.90, -2.37, -4.91], [-3.01, 3.62, 0.12], [0.94, 0.16, -4.69], [3.95, -4.16, 0.08], [1.95, -4.13, 2.92], [-4.00, 1.37, -2.72], [-1.45, -2.88, 3.68], [-1.51, -1.51, 2.54], [2.26, 3.23, -1.20], [6.39, 2.19, 1.40], [0.87, 5.66, -2.33], [-6.71, -2.15, 2.07], [2.48, -4.58, 0.98], [0.41, -4.43, 3.72], [0.52, -4.64, 1.96], [0.21, 2.12, -3.39], [-2.02, 3.55, -3.59], [1.01, 4.10, -3.14]]}

***

Which E_tot belongs to each record? In order, -5640.1362; -4270.3573 hartree.